90
Properties=species:S:1:pos:R:3:forces:R:3:mulliken_charge:R:1 method="wB97M-V/def2-TZVPD" gap_ev=5.21 total_charge=-1 de_lowest_kcal_mol=0.0 lumo_ha=0.0431 multiplicity=1
Pb 1.20299 -0.20004 -0.26698 -0.4 0.7 -0.1 1.645
O 0.83883 -4.38288 1.46930 0.1 0.1 0.0 -0.852
C 1.36595 -3.39676 0.92693 0.0 -0.2 0.0 -0.148
O 0.90355 -2.21319 0.99425 0.2 -0.1 0.1 0.052
C 2.52989 -3.65229 -0.03492 -0.2 0.1 0.1 -0.129
C 1.97955 -3.41624 -1.46254 0.1 -0.5 0.0 -0.108
C 2.87801 -4.15056 -2.47329 -0.1 0.1 0.0 -1.000
C 4.11232 -3.21386 -2.50630 -0.2 0.1 0.0 -1.051
C 3.70267 -2.14455 -1.48158 0.5 -0.2 -0.1 -0.189
O 2.28670 -2.04080 -1.70766 -0.1 0.1 0.0 -0.419
C 3.78189 -2.71870 -0.05656 0.0 0.3 0.1 0.208
C 3.87669 -1.58033 0.99054 0.1 -0.1 -0.1 -0.338
O 4.48187 -1.81234 2.03759 -0.2 0.0 0.0 -0.773
O 3.38678 -0.45564 0.62670 0.1 0.0 0.1 -0.740
H 2.82154 -4.68969 0.11033 0.0 0.0 -0.1 0.545
H 0.90923 -3.58074 -1.57700 0.0 0.1 0.0 0.381
H 2.39933 -4.21871 -3.45012 0.0 0.0 0.0 0.318
H 3.11774 -5.15801 -2.13570 0.0 0.0 0.0 0.378
H 4.23990 -2.76561 -3.49134 0.0 0.0 0.0 0.369
H 5.03943 -3.70915 -2.22056 0.0 0.0 0.0 0.403
H 4.16702 -1.17123 -1.60742 -0.1 0.0 0.0 0.665
H 4.67475 -3.32667 0.08328 0.0 0.0 0.0 0.551
Br -2.66748 -0.55233 -6.57461 0.0 0.0 0.1 -0.250
C -1.34735 -0.11144 -5.28445 0.0 0.1 -0.2 -0.141
C -0.29645 0.72807 -5.60193 -0.2 -0.1 -0.1 0.167
Br -0.16301 1.47395 -7.34169 0.0 0.0 0.1 -0.225
C 0.65933 1.03211 -4.62263 0.1 0.1 0.0 0.138
Br 2.09758 2.21755 -5.00086 -0.1 -0.1 0.1 -0.202
C 0.62043 0.51894 -3.32002 0.2 0.2 0.0 -0.117
O 1.49892 0.83339 -2.42523 -0.1 -0.3 0.2 -0.815
C -0.48397 -0.35454 -2.98461 -0.2 -0.2 0.0 -0.600
O -0.59619 -0.83536 -1.78351 0.3 0.1 0.1 0.306
C -1.41880 -0.62984 -3.98356 0.0 0.0 0.0 0.353
Br -2.87713 -1.74603 -3.47313 -0.1 -0.1 0.0 -0.122
S -2.24816 2.28913 1.01427 -0.1 -0.4 0.2 -0.492
C -0.82932 3.07502 0.34253 0.4 0.3 0.1 0.661
C -0.71460 3.37333 -1.01161 -0.1 -0.1 0.0 -0.500
C 0.47686 3.91544 -1.45692 0.0 0.0 0.1 -0.231
C 1.50356 4.14641 -0.54860 0.1 0.0 -0.1 -0.687
C 1.28100 3.85703 0.78288 -0.1 -0.1 0.0 -0.323
N 0.12951 3.35062 1.22437 0.0 -0.2 0.0 -0.244
H -1.52813 3.14879 -1.68807 0.1 0.0 -0.1 0.357
H 0.61704 4.13737 -2.50571 0.0 -0.1 -0.1 0.362
H 2.46676 4.51002 -0.87689 0.0 0.0 0.0 0.385
H 2.04153 4.00391 1.54264 0.0 0.0 -0.1 0.356
Ge -1.38847 2.05343 3.10680 -0.2 0.1 0.3 0.913
C -2.86089 1.04145 3.99756 0.3 0.0 -0.2 -0.076
C -4.20786 1.32907 3.77848 0.1 0.1 -0.1 -0.305
C -5.20788 0.61038 4.41934 -0.1 0.0 0.0 -0.668
C -4.87572 -0.42882 5.27933 0.0 0.0 0.0 -0.478
C -3.54028 -0.72867 5.50879 0.0 0.0 0.0 -0.552
C -2.54511 0.00749 4.87841 0.1 0.1 0.0 -0.337
C 0.31522 1.21002 3.56313 -0.3 0.0 -0.4 -0.093
C 1.25150 2.01278 4.20978 -0.1 0.1 0.0 -0.872
C 2.48791 1.49800 4.56857 0.1 0.0 0.1 -0.701
C 2.80212 0.17744 4.27982 0.0 0.1 0.0 -0.514
C 1.87446 -0.62857 3.64179 -0.1 -0.1 -0.1 -0.967
C 0.63488 -0.12004 3.27773 -0.1 0.2 0.1 0.791
H -1.42849 3.47115 3.69956 0.1 0.0 0.1 -0.070
H -4.47504 2.12604 3.09149 -0.1 0.0 0.0 0.405
H -6.24811 0.86515 4.25366 0.0 0.0 0.0 0.399
H -5.65353 -1.00115 5.77051 0.0 0.0 0.0 0.399
H -3.27026 -1.53929 6.17537 0.0 0.0 0.0 0.418
H -1.50262 -0.22600 5.06770 0.0 0.0 0.0 0.397
H 1.01109 3.05168 4.41296 0.1 0.0 0.0 0.377
H 3.21318 2.13272 5.06418 0.0 0.0 0.0 0.372
H 3.77713 -0.22448 4.51931 0.0 0.0 0.0 0.397
H 2.12852 -1.64903 3.39169 0.0 0.0 -0.1 0.404
H -0.05931 -0.76147 2.74667 0.0 0.0 0.0 0.572
C -3.58234 -3.53776 2.06919 0.2 0.0 0.3 -0.940
C -2.43854 -2.49757 2.21599 0.1 0.0 -0.1 0.557
N -2.17658 -1.88498 0.93091 0.1 0.1 0.1 0.780
C -3.33000 -1.16101 0.43705 0.1 0.0 0.0 0.163
C -4.53818 -2.12304 0.29157 0.0 0.4 -0.1 -0.859
N -4.05346 -3.49410 0.64679 -0.1 -0.1 -0.1 0.041
C -2.94055 -3.88288 -0.28022 0.4 0.0 -0.2 -1.451
C -1.76672 -2.91127 -0.01776 0.1 0.0 0.0 1.932
H -4.43110 -3.30943 2.71464 -0.1 0.0 -0.1 0.435
H -3.23735 -4.55089 2.27322 -0.1 0.0 -0.1 0.288
H -1.51704 -2.98229 2.54414 0.0 0.0 0.0 0.654
H -2.71235 -1.73047 2.93584 -0.1 0.0 0.1 -0.945
H -3.06024 -0.72545 -0.52514 0.0 0.0 0.0 0.109
H -3.56882 -0.35238 1.12549 -0.1 0.0 0.0 0.074
H -4.90523 -2.15403 -0.73412 0.0 -0.1 0.0 0.327
H -5.35813 -1.86775 0.96354 0.0 -0.1 0.0 0.361
H -4.81681 -4.15264 0.53090 0.0 0.0 0.0 0.281
H -3.30912 -3.80940 -1.30351 -0.1 0.0 0.1 0.321
H -2.66656 -4.91650 -0.06758 -0.1 0.0 0.1 0.412
H -1.44013 -2.41689 -0.93115 -0.1 -0.1 -0.1 -1.106
H -0.92589 -3.44626 0.41334 -0.1 -0.1 0.1 -0.544